Below is 2 unconnected molecules or ions with the total composition C6H21N2Si2, with properties calculated with wB97M-V/def2-TZVPD.

Output
* Kohn-Sham gap: 9.52 eV
* energy relative to the best compared isomer or geometry (same formula, charge and spin): 1.9449 eV
* E_HOMO: -13.123 eV
* total charge: +1

XYZ file:
```
31
Properties=species:S:1:pos:R:3:forces:R:3
C 3.62333 -1.15609 0.45065 0.7706 -2.6683 1.5120
C 1.39669 -1.56278 -0.65064 -0.4151 -0.9098 -1.1843
C -3.23464 -1.07889 0.48800 0.8122 -0.9766 3.9500
C -2.67528 0.12223 -1.42392 6.6380 0.7561 1.4008
C 1.82184 0.46608 0.40696 2.0588 0.8008 0.5448
C 0.59741 1.08595 0.02832 -1.0694 -0.9152 -0.2050
N 2.24945 -0.74797 0.17607 1.0594 0.6865 -0.9355
N -2.09595 -0.76654 -0.28486 -0.9505 0.8330 -3.3878
Si 0.62384 2.99896 -0.33609 -0.0022 -1.0940 0.1234
Si -0.63548 0.54693 1.54450 0.9205 3.3989 -1.2853
H 4.11603 -0.71590 1.30115 -0.7501 0.6590 0.7253
H 3.67318 -2.26380 0.67229 -0.6593 1.0944 -0.0510
H 4.43413 -1.09755 -0.24110 -0.3304 0.7412 -1.8357
H 0.42557 -1.29361 -0.18164 0.0595 -1.0685 -1.3549
H 1.53229 -1.34965 -1.77293 -0.5638 0.3520 1.6410
H 1.62578 -2.64738 -0.63698 -0.1175 0.6761 0.7891
H -4.05356 -1.46188 -0.07646 -0.9225 0.0400 -0.1526
H -2.91376 -1.85325 1.23732 -0.5765 0.2759 -0.5529
H -3.42646 -0.20309 1.16614 -0.6525 -0.5985 -0.9907
H -1.91361 -0.09642 -2.21765 -0.7318 0.6870 0.1423
H -3.59368 -0.06295 -1.85503 -2.3075 -0.2984 -0.0219
H -2.36368 1.12028 -0.99484 -1.4840 -0.4797 -1.1405
H 2.61281 1.04447 0.91149 -0.6128 -0.0281 0.1613
H 0.21310 0.52776 -0.83586 -0.2304 0.4934 0.0266
H -1.78442 -1.58166 -0.81760 -0.0542 -0.1468 0.6687
H 2.04279 3.02046 -0.75208 -0.1155 0.7671 -0.0733
H 0.14288 3.91529 0.70645 0.4793 -0.1797 0.4803
H -0.40571 3.22326 -1.34254 0.0843 -0.1625 -0.6032
H 0.41610 1.26814 2.44732 -1.4230 -0.6463 0.2190
H -1.88886 1.46484 1.20955 1.2256 -1.2079 0.8034
H -0.56213 -0.86524 1.67400 -0.1391 -0.8810 0.5866
```
Positions in Å, forces in eV/Å.

These are the natural (NBO) partial charges, in e, on atoms 1 to 4: number 1, C, carries -0.454; number 2, C, carries -0.455; number 3, C, carries -0.430; number 4, C, carries -0.431

---

Below is a molecular structure, C6H21N5O5SV, with properties calculated with wB97M-V/def2-TZVPD.

Output
* Kohn-Sham gap (alpha / beta): 7.49 / 7.53 eV
* multiplicity: 3
* E_HOMO (alpha / beta): -10.869 / -11.052 eV
* total charge: +1

XYZ file:
```
39
Properties=species:S:1:pos:R:3:forces:R:3
O -2.43553 4.71730 -1.61607 0.0365 -0.5933 -0.3275
H -2.99783 4.08353 -2.09505 0.2809 0.4091 0.2901
V -0.81119 -0.14289 -0.18963 3.0417 0.0922 2.8013
N 1.17952 -0.13845 -0.01823 1.3546 0.0270 0.5640
N -0.43818 1.66304 0.59803 -0.2240 2.4265 1.1702
O 1.94326 -1.35330 -0.02700 0.2083 0.9892 -0.9035
O -1.38388 2.49180 0.87900 1.5998 -1.2891 -0.5619
C 1.76017 0.90983 0.59919 -1.1306 -1.6435 -0.6394
C 0.85049 1.92381 0.97824 -1.5466 0.5068 -0.5440
C 3.21459 0.93011 0.88200 0.1182 0.4280 0.4451
C 1.19627 3.19672 1.66092 0.3548 0.1141 0.0407
H 3.77882 0.95921 -0.05979 -0.1065 -0.2137 0.2466
H 3.50111 0.05548 1.48007 0.0242 0.1437 -0.3419
H 3.45406 1.83748 1.44207 0.1050 -0.2043 -0.1079
H 0.30815 3.68890 2.06556 0.1302 -0.2618 -0.0784
H 1.67312 3.89329 0.96169 -0.0272 0.0018 0.1322
H 1.90631 2.97770 2.46187 -0.0871 0.2914 0.0552
H 2.45348 -1.33899 -0.88933 -0.2965 -0.2662 0.8175
H -1.60792 4.23402 -1.46831 -0.3478 0.1941 0.0731
O 0.09849 -1.55384 2.35843 0.4549 0.1683 0.5435
H 0.95513 -1.36362 2.79430 -0.6289 -0.2147 -0.4101
H -0.55323 -1.49396 3.07220 0.1127 0.0165 -0.1601
C -1.22385 -0.12470 -1.96134 -0.7601 0.1587 -3.8104
H -2.11716 0.50536 -1.82125 0.0263 0.3294 -0.3813
H -0.41511 0.40945 -2.47729 -0.2982 0.3282 -0.0581
H -1.50072 -0.98553 -2.58007 -0.0628 0.0152 0.1087
O 3.44950 -1.86111 -2.18735 0.1998 0.3671 -0.5970
H 4.35173 -1.50322 -2.24352 -0.3350 -0.2145 0.0549
H 3.08006 -1.73601 -3.07795 0.2067 -0.0980 0.3349
N -0.62941 -2.19206 -0.41304 -0.4678 -1.6243 -0.2329
N -1.96759 -2.71508 -0.41342 0.7263 -1.2648 0.1973
C -2.90031 -2.09274 0.32909 -1.0459 0.2331 0.2986
N -4.07412 -2.72384 0.52243 0.5374 -0.0729 -0.3263
S -2.68874 -0.50991 0.95021 -1.7353 -0.7944 0.9134
H -0.03900 -2.65960 0.28850 -0.3952 0.3555 0.1922
H -0.19184 -2.42741 -1.31025 -0.4146 0.2223 0.1524
H -2.03998 -3.73723 -0.51133 -0.0248 0.7088 -0.0144
H -4.82015 -2.25639 1.02347 0.3010 0.0179 -0.1674
H -4.31853 -3.56716 0.01295 0.1156 0.2106 0.2306
```
Positions in Å, forces in eV/Å.

These are the natural (NBO) partial charges, in e, on atoms 1 to 4: number 1, O, carries -0.928; number 2, H, carries 0.465; number 3, V, carries 0.987; number 4, N, carries -0.312

---

Below is 5 unconnected molecules or ions with the total composition C6H21NO5, with properties calculated with wB97M-V/def2-TZVPD.

Output
* Kohn-Sham gap: 9.51 eV
* energy relative to the best compared isomer or geometry (same formula, charge and spin): 1.9806 eV
* E_HOMO: -9.216 eV

XYZ file:
```
33
Properties=species:S:1:pos:R:3:forces:R:3
C -0.53123 -0.27438 -2.71723 0.0295 -1.2157 -0.3292
C -0.29499 0.75542 -1.63409 -1.0672 -0.1659 -0.5605
N -0.50326 0.15725 -0.33523 1.1085 -0.6857 1.1996
C -0.08441 0.94215 0.81984 0.0726 0.3774 0.3821
C -1.04537 2.09409 1.14273 0.1220 0.1410 0.0586
C 0.09356 0.06233 2.07060 -0.1693 -0.7871 -0.1556
C 0.85151 0.78219 3.15214 -0.2704 0.1537 -0.0809
O 0.36598 1.32085 4.11116 0.0688 -0.0851 0.0113
H -1.54790 -0.67295 -2.75640 -0.1445 0.2983 0.3814
H 0.09006 -1.16027 -2.55745 0.1757 0.0773 0.1102
H -0.32950 0.02716 -3.73818 0.2145 0.5868 -0.0642
H -0.98300 1.57538 -1.83733 -0.0500 0.4467 0.1396
H 0.71157 1.14393 -1.69442 0.3738 0.0815 0.1009
H -1.42682 -0.19871 -0.12577 -0.3386 0.0530 -0.7103
H 0.91005 1.34723 0.61104 -0.0041 0.1143 -0.2000
H -0.91192 2.46355 2.16014 0.2097 0.1234 -0.0655
H -0.89557 2.91764 0.44413 -0.1420 0.0316 0.0250
H -2.08696 1.77523 1.09762 -0.0291 -0.1736 -0.2006
H -0.86549 -0.35607 2.39345 -0.0282 0.4330 0.2698
H 0.71052 -0.80963 1.84341 0.0602 0.0166 -0.2922
H 1.94812 0.80992 2.97342 -0.0338 0.0684 0.0887
O -3.13490 -1.15278 -0.29616 -0.3341 -0.1977 0.2577
H -2.95034 -2.09911 -0.35845 0.2339 -0.1059 -0.1915
H -3.87669 -1.11206 0.31781 0.0059 0.1702 -0.0565
O -1.20738 -3.29904 -0.81745 -0.2073 -0.0402 0.0777
H -0.61236 -4.05298 -0.91118 -0.0136 0.3415 0.0494
H -0.68021 -2.50451 -0.66080 0.1805 -0.1255 -0.0925
O 4.38652 0.92178 -1.02154 0.6360 0.1228 -0.3058
H 3.55192 0.62737 -1.39263 -0.1931 -0.0737 0.3766
H 4.20458 1.51929 -0.29418 -0.3012 -0.0587 -0.0190
O 2.28015 -0.94546 -0.20737 -0.4574 -0.2952 0.1182
H 1.30095 -0.96913 -0.18772 0.2063 0.2112 -0.1292
H 2.56282 -1.63566 0.40611 0.0860 0.1614 -0.1934
```
Positions in Å, forces in eV/Å.

These are the natural (NBO) partial charges, in e, on atoms 1 to 4: number 1, C, carries -0.617; number 2, C, carries -0.217; number 3, N, carries -0.697; number 4, C, carries -0.031

---

Below is 2 unconnected molecules or ions with the total composition C6H22B2NO3P, with properties calculated with wB97M-V/def2-TZVPD.

Output
* Kohn-Sham gap: 2.91 eV
* energy relative to the best compared isomer or geometry (same formula, charge and spin): 0.0000 eV
* E_HOMO: -5.577 eV

XYZ file:
```
35
Properties=species:S:1:pos:R:3:forces:R:3
C 3.29120 1.88986 -1.88533 0.0001 0.1056 0.0681
C 1.89728 1.54656 -1.37164 -0.0642 -0.1315 -0.0539
C 1.27864 0.30777 -2.06250 0.1065 0.0122 -0.1570
N 0.61967 -0.65062 -1.19900 -0.3438 0.3526 0.1503
B -0.92167 -0.54704 -0.98656 0.4682 -0.2427 -0.2837
B -1.82002 -1.92099 -1.53959 0.0365 -0.0055 0.2678
O -1.26638 -2.95184 -2.31207 0.3508 0.1460 0.0744
O -3.17799 -2.11417 -1.25726 -0.2044 0.2328 -0.8485
P -1.48085 -0.16785 0.86147 -0.6370 0.0405 -0.1541
C -0.25877 -1.11394 1.88909 0.1745 -0.0534 0.5645
C -0.88953 1.53258 1.30600 0.2104 -0.0442 0.0152
C -1.68586 2.60745 0.55089 0.0766 0.0382 0.0574
H 3.96133 1.03433 -1.77397 -0.0050 -0.0158 -0.0679
H 3.27161 2.17249 -2.93988 0.0045 -0.0718 -0.0225
H 3.73212 2.72372 -1.33410 -0.0263 0.0280 -0.0089
H 1.94972 1.33314 -0.29946 0.0256 0.0814 0.0066
H 1.23630 2.40809 -1.50060 -0.0101 0.0168 0.1690
H 0.54599 0.64536 -2.79952 0.0423 -0.0511 -0.0602
H 2.08440 -0.17655 -2.63826 -0.0052 -0.0473 0.0592
H 1.13426 -0.70625 -0.32913 0.0685 -0.1104 -0.0426
H -1.38426 0.40027 -1.63097 -0.1188 -0.0489 0.0876
H -1.56184 -2.91830 -3.22533 -0.2351 -0.2511 0.0887
H -3.62479 -1.26088 -1.20500 0.1384 -0.1054 0.5984
H 0.79412 -0.85394 1.71086 -0.0196 -0.1013 -0.1292
H -0.47037 -0.86885 2.93460 0.0344 0.0614 -0.0333
H -0.41193 -2.19215 1.72321 0.0303 0.0299 -0.1938
H -1.00357 1.65844 2.38761 0.0353 0.0509 -0.0105
H 0.17979 1.62528 1.08810 -0.0131 -0.0073 -0.0305
H -2.24131 2.17550 -0.28257 -0.0022 0.0063 -0.0174
H -1.02427 3.36666 0.13159 -0.0075 0.0128 0.0104
H -2.39424 3.11613 1.20557 -0.0509 -0.0433 -0.0182
O -0.08671 -2.83430 4.20161 -0.0355 -0.2098 0.2333
H 0.66071 -3.10687 3.62860 0.0188 0.2480 -0.1635
H 0.01401 -3.06054 5.14424 0.0100 -0.1708 -0.0127
H -0.94682 -3.09853 3.80930 -0.0531 0.2482 -0.1425
```
Positions in Å, forces in eV/Å.

These are the natural (NBO) partial charges, in e, on atoms 1 to 4: number 1, C, carries -0.603; number 2, C, carries -0.414; number 3, C, carries -0.193; number 4, N, carries -0.827

---

Below is 7 unconnected molecules or ions with the total composition C6H22N2O6, with properties calculated with wB97M-V/def2-TZVPD.

Output
* Kohn-Sham gap: 8.49 eV
* energy relative to the best compared isomer or geometry (same formula, charge and spin): 2.6603 eV
* E_HOMO: -8.344 eV

XYZ file:
```
36
Properties=species:S:1:pos:R:3:forces:R:3
N 2.43524 -1.27203 -0.02342 2.4828 0.8460 3.4909
C 1.67652 -0.29189 -0.72742 -0.1401 0.7828 1.0532
C 0.43836 -1.00310 -1.29254 -1.2797 -0.7416 0.1797
C -0.80645 -1.14274 -0.33783 1.4554 1.7680 -0.4841
C -1.13653 -2.38512 0.25967 -1.1652 2.4999 0.1368
C -2.14092 -2.08064 1.16780 0.6049 -0.2349 -0.3386
N -2.41026 -0.73148 1.12768 0.0000 -0.6214 0.1348
C -1.61805 -0.09841 0.20552 1.3723 -3.1626 -0.3604
H 3.18809 -0.90962 0.69810 -2.1993 -0.8093 -2.2194
H 2.73649 -2.11848 -0.45353 0.1545 -0.1460 -0.6935
H 2.21561 0.23447 -1.58224 -0.5480 -0.4204 0.9809
H 1.36404 0.49013 0.07964 0.5998 -1.1789 -1.8180
H 0.72197 -2.15465 -1.50391 -0.5509 2.8424 -0.4327
H 0.15272 -0.30883 -2.12804 0.2858 -1.5724 0.1176
H -0.70779 -3.28517 -0.09622 0.1289 -0.8765 0.3354
H -2.57377 -2.77697 1.85060 -0.6185 0.1342 0.3556
H -3.05079 -0.25618 1.74075 0.0066 -0.1505 0.0054
H -1.60939 0.95114 0.06461 -0.0326 0.6657 -0.0674
O 0.39212 2.13026 2.25816 -0.1877 -1.0397 -0.6605
H 0.02289 2.26321 1.38276 0.1694 0.0392 -0.7882
H 0.18695 2.92981 2.69521 -0.2520 1.2926 1.0885
O 0.48887 2.47832 -0.68207 -1.9404 -0.6896 -1.2349
H 0.88435 3.15399 -1.21739 0.8796 0.9041 0.0913
H -0.12122 2.14269 -1.44978 1.0570 0.1624 1.6121
O -0.57132 1.74109 -2.94208 -2.5327 -0.6793 -1.5038
H -1.27563 2.29682 -3.38397 1.3337 -0.4660 0.6816
H -1.04442 0.83301 -3.05276 0.8483 1.3679 0.1979
O 2.81335 0.95120 2.63362 -2.5177 -0.6110 -0.7010
H 2.20246 1.70411 2.28084 1.4457 -2.3026 1.0643
H 2.17947 0.10333 2.74262 2.0039 2.6955 -0.2222
O -2.28856 -0.35788 -2.92473 -0.0009 0.2211 -0.3704
H -1.73573 -0.99730 -2.45642 -0.2171 -0.1360 0.1849
H -2.68771 0.16907 -2.22125 -0.1049 -0.3305 0.1346
O 0.71642 -0.80695 2.79781 -1.2696 -0.5979 -2.1442
H 0.54468 0.03618 2.24964 -0.1886 -2.1189 1.0294
H 0.41790 -1.63139 2.24057 0.9174 2.6645 1.1645
```
Positions in Å, forces in eV/Å.

These are the natural (NBO) partial charges, in e, on atoms 1 to 4: number 1, N, carries -0.894; number 2, C, carries -0.211; number 3, C, carries -0.442; number 4, C, carries -0.097

---

Below is 2 unconnected molecules or ions with the total composition C6H22N3Si2, with properties calculated with wB97M-V/def2-TZVPD.

Output
* Kohn-Sham gap: 9.78 eV
* energy relative to the best compared isomer or geometry (same formula, charge and spin): 0.6235 eV
* E_HOMO: -12.560 eV
* total charge: +1

XYZ file:
```
33
Properties=species:S:1:pos:R:3:forces:R:3
C -1.60985 -0.57424 -1.67780 -0.7540 -0.9520 2.9560
C -2.81380 1.68978 0.21090 0.1036 -0.7694 -0.7850
C -2.80944 -1.49265 0.89984 -1.6086 0.7062 0.6384
C 2.14494 0.94828 1.89994 1.5436 -2.8116 1.1139
C 1.39134 2.23769 -0.81693 2.3724 -0.5718 -0.8296
C 1.92263 -0.65096 -0.87066 -1.6517 1.6609 1.7307
N 0.86403 -2.29643 -0.16845 4.4980 -1.9446 -1.1487
N -0.39823 0.30101 0.82413 1.2165 0.3164 1.6032
N 3.20660 -0.68363 -0.68095 3.6047 -3.0190 -0.7099
Si -1.92636 -0.02217 0.10562 -0.2499 0.7281 -0.0978
Si 1.21333 0.77348 0.29443 -1.0739 -0.7722 0.4893
H -0.86090 -0.04146 -2.13734 1.9209 0.8301 -1.3067
H -1.60384 -1.65754 -1.71711 0.7006 -0.2178 -0.1399
H -2.50559 -0.35050 -2.12701 -2.2246 0.7648 -1.5516
H -3.76205 1.48844 -0.25036 -0.7395 0.2597 -0.6519
H -3.08105 2.30794 1.04971 0.1479 -0.6070 1.2388
H -2.28782 2.45135 -0.37212 0.1492 -0.4529 -0.6001
H -3.70170 -1.66335 0.16716 1.4205 -0.2029 1.5094
H -2.24777 -2.41177 1.16333 -0.1808 0.3966 -0.8594
H -3.22072 -1.20455 1.92343 0.1204 -0.1345 -1.3536
H 3.23946 1.03679 2.05718 -0.3247 0.1531 -0.9643
H 1.79037 1.82990 2.32417 -0.8761 1.7788 0.7737
H 1.95388 0.14459 2.69115 -0.3599 0.7970 -1.2253
H 0.69198 2.98577 -0.57609 -0.7849 1.1295 0.0292
H 2.43003 2.66339 -1.00733 -1.0524 -0.3055 1.1921
H 1.28688 1.87109 -1.82612 -1.0189 -0.1094 -0.5846
H 1.63459 -0.80323 -1.89014 -0.4733 -0.3568 -0.3033
H 1.43640 -2.68836 0.64616 -1.3664 0.5460 -1.6721
H 0.84350 -2.94889 -1.00666 -0.2933 0.9327 1.8495
H -0.64914 0.51241 1.83179 1.0230 -0.1371 -1.4005
H 0.01797 -1.93301 0.11536 -2.3207 0.6647 0.7366
H 3.73202 -1.42007 -1.29333 -0.6306 2.1901 1.6324
H 3.67830 -0.39910 0.21408 -0.8368 -0.4900 -1.3090
```
Positions in Å, forces in eV/Å.

These are the natural (NBO) partial charges, in e, on atoms 1 to 4: number 1, C, carries -1.114; number 2, C, carries -1.121; number 3, C, carries -1.156; number 4, C, carries -1.178